(1)
The following is a quantum chemistry calculation of a molecular structure, C30H38BiBr2F3N3O7PSSi, from the OMol25 dataset.

## Properties
- E_HOMO: -0.082 Ha
- Total charge: -2
- Energy relative to the best compared isomer or geometry (same formula, charge and spin): 1.427 eV

Each line ends with the Löwdin charge.
Atoms and positions in Å:
Bi 0.510 -0.207 -0.109  1.774
C -0.293 4.398 -1.438  -0.052
C 1.165 4.502 -1.103  -0.309
C 1.833 5.783 -1.208  -0.038
C 3.137 5.920 -0.873  -0.077
C 3.870 4.771 -0.575  -0.212
C 5.238 4.788 -0.239  -0.679
Br 6.291 6.357 -0.208  0.680
C 5.902 3.618 0.025  -0.229
C 5.184 2.406 0.070  -0.632
Br 6.207 0.862 0.211  0.794
C 3.759 2.286 -0.083  -0.435
O 3.124 1.206 0.081  -0.166
C 3.131 3.549 -0.480  -0.153
N 1.835 3.448 -0.713  0.168
H -0.937 4.980 -0.734  0.085
H -0.612 3.365 -1.312  0.027
H -0.516 4.671 -2.463  0.071
H 1.287 6.620 -1.668  0.104
H 3.636 6.913 -0.911  0.083
H 6.956 3.591 0.299  0.077
C 2.594 -0.832 -2.721  -0.189
Si 2.850 -2.257 -1.511  0.341
C 4.577 -2.168 -0.801  -0.181
C 2.467 -3.846 -2.484  -0.170
N 1.710 -2.104 -0.242  -0.319
C 1.679 -3.170 0.653  -0.394
C 2.579 -3.247 1.739  -0.067
C 2.541 -4.326 2.561  -0.120
C 1.564 -5.332 2.466  -0.109
C 0.742 -5.308 1.327  -0.113
C 0.765 -4.243 0.440  -0.051
H 3.273 -0.982 -3.519  0.005
H 2.822 0.169 -2.333  0.022
H 1.595 -0.831 -3.146  -0.001
H 5.264 -2.402 -1.622  0.022
H 4.735 -2.892 -0.007  0.017
H 4.873 -1.168 -0.491  -0.075
H 2.994 -3.716 -3.446  0.020
H 1.404 -3.968 -2.661  0.012
H 2.775 -4.768 -1.990  0.019
H 3.305 -2.442 1.912  0.124
H 3.310 -4.395 3.354  0.100
H 1.388 -6.075 3.229  0.079
H 0.048 -6.108 1.153  0.082
H 0.117 -4.222 -0.438  0.094
S -1.088 -1.480 -1.903  0.508
C -3.523 -2.632 -1.136  -0.489
N -4.868 -2.435 -0.577  0.018
C -3.515 -1.284 -3.194  -0.081
C -2.932 -1.398 -1.767  -0.780
C -3.832 -2.687 0.400  -0.105
C -3.164 -4.042 -1.557  -0.058
O -3.413 -0.263 -0.940  -0.259
P -2.586 0.945 -0.160  0.279
O -2.071 1.914 -1.189  -0.321
O -1.552 0.302 0.786  -0.500
O -3.794 1.486 0.732  -0.182
C -3.879 2.736 1.579  -0.555
C -4.905 2.321 2.683  -0.036
C -2.533 3.144 2.185  -0.029
C -4.473 3.821 0.684  -0.046
H -4.633 -1.411 -3.085  0.097
H -3.157 -2.132 -3.796  0.071
H -3.250 -0.352 -3.663  0.069
H -4.993 -1.411 -0.624  0.089
H -3.496 -1.806 0.961  0.097
H -3.855 -3.712 0.843  0.111
H -2.666 -4.577 -0.786  0.052
H -2.386 -3.905 -2.327  0.051
H -3.983 -4.606 -2.016  0.079
H -4.435 1.592 3.393  0.094
H -5.801 1.886 2.267  0.068
H -5.172 3.218 3.286  0.085
H -2.210 2.452 2.970  0.085
H -2.593 4.188 2.577  0.096
H -1.714 3.097 1.444  0.080
H -5.448 3.469 0.296  0.090
H -3.820 3.980 -0.189  0.084
H -4.607 4.765 1.194  0.071
F -1.997 -1.247 3.612  0.125
C -0.732 -1.615 3.324  -0.476
F -0.808 -2.490 2.258  0.096
F -0.287 -2.312 4.432  0.094
C 0.279 -0.467 3.056  -0.589
O 0.173 0.416 3.895  0.076
O 1.042 -0.664 2.062  -0.188

=====

(2)
The following is a quantum chemistry calculation of a molecular structure, C30H38HgN4O2, from the OMol25 dataset.

## Properties
- E_HOMO: 0.034 Ha
- Total charge: -2
- Energy relative to the best compared isomer or geometry (same formula, charge and spin): 0.000 eV

Each line ends with the Löwdin charge.
Atoms and positions in Å:
Hg 0.090 -0.786 0.311  1.170
N -1.956 -3.124 2.598  -0.002
N 2.679 -2.093 -0.573  0.017
C 0.601 2.696 0.959  -0.279
C 1.964 2.306 1.080  -0.277
C 2.119 1.641 2.328  -0.277
C 3.332 0.946 2.805  -0.093
H 4.171 1.125 2.123  0.055
H 3.159 -0.140 2.860  0.070
H 3.632 1.284 3.808  0.055
C 0.875 1.701 3.016  -0.274
C 0.556 1.103 4.328  -0.098
H 0.352 1.869 5.087  0.055
H 1.382 0.483 4.691  0.061
H -0.338 0.467 4.256  0.042
C -0.044 2.401 2.191  -0.285
C -1.409 2.799 2.573  -0.095
H -1.972 1.979 3.037  0.038
H -1.976 3.173 1.716  0.058
H -1.361 3.612 3.311  0.060
C 3.041 2.555 0.098  -0.095
H 3.846 3.133 0.569  0.060
H 2.683 3.136 -0.757  0.050
H 3.488 1.623 -0.273  0.058
C -0.041 3.348 -0.208  -0.095
H -1.072 2.987 -0.347  0.062
H 0.529 3.163 -1.131  0.050
H -0.093 4.440 -0.065  0.057
C -2.778 -4.148 2.376  -0.198
H -3.665 -4.230 3.016  0.087
C -2.576 -5.047 1.326  -0.150
H -3.374 -5.739 1.072  0.061
C -1.363 -5.010 0.630  -0.128
H -1.185 -5.696 -0.189  0.081
C -0.403 -4.106 1.027  -0.078
H 0.576 -4.037 0.569  0.081
C -0.725 -3.085 1.985  -0.468
C 0.003 -1.892 2.102  -0.271
H 0.363 -1.529 3.072  -0.043
C 1.629 -1.442 -1.001  -0.380
C 3.645 -2.074 -1.578  -0.175
H 4.613 -2.534 -1.445  0.071
C 3.144 -1.417 -2.669  -0.128
H 3.596 -1.161 -3.618  0.091
N 1.849 -1.011 -2.316  -0.061
C 1.003 -0.142 -3.052  -0.133
C 1.557 1.005 -3.646  -0.193
C 0.711 1.873 -4.354  -0.023
H 1.148 2.749 -4.845  0.110
C -0.664 1.633 -4.437  -0.286
C -1.560 2.537 -5.232  -0.077
H -2.447 2.820 -4.656  0.075
H -1.919 2.045 -6.146  0.072
H -1.039 3.449 -5.535  0.065
C -1.198 0.502 -3.808  -0.007
H -2.273 0.314 -3.870  0.122
C -0.375 -0.417 -3.147  -0.198
C -0.972 -1.695 -2.648  -0.073
H -1.159 -2.391 -3.482  0.084
H -1.925 -1.527 -2.127  0.065
H -0.322 -2.219 -1.940  0.035
C 3.015 1.320 -3.549  -0.069
H 3.561 0.974 -4.442  0.078
H 3.497 0.877 -2.670  0.062
H 3.165 2.405 -3.475  0.077
N -3.172 -1.029 3.325  0.111
C -3.992 -0.994 2.078  -0.106
C -2.987 -0.881 0.926  -0.693
O -3.023 -1.732 0.019  -0.032
O -2.122 0.059 1.090  -0.139
H -3.755 -1.142 4.157  0.133
H -2.625 -0.161 3.402  0.115
H -2.495 -1.916 3.255  0.069
H -4.609 -1.892 1.974  0.109
H -4.610 -0.092 2.081  0.112